Record 1
{
  "formula": "C30H54N7OP2Re",
  "method": "ωB97M-V with the def2-TZVPD basis set",
  "spin_multiplicity": 4,
  "charge": 3,
  "homo_ev": [-16.56, -17.60],
  "e_tot_ha": -2393.9139,
  "homo_lumo_gap_ev": [6.710, 5.963],
  "fmax_ev_per_a": 8.13,
  "elements": ["C", "C", "C", "C", "C", "H", "H", "H", "N", "P", "P", "C", "H", "H", "C", "O", "C", "H", "C", "C", "C", "C", "C", "H", "H", "H", "C", "H", "H", "H", "C", "H", "H", "H", "C", "H", "H", "H", "C", "H", "H", "H", "C", "H", "H", "H", "C", "H", "H", "H", "C", "H", "H", "H", "C", "H", "H", "H", "C", "H", "H", "H", "C", "H", "H", "H", "C", "H", "H", "H", "Re", "N", "C", "C", "C", "C", "C", "H", "H", "H", "H", "H", "H", "H", "H", "H", "N", "N", "N", "C", "N", "N", "H", "H", "H"],
  "coordinates": [[2.334, -1.351, -0.869], [1.774, 0.751, -1.812], [3.292, -1.530, -1.856], [2.555, 0.453, -2.971], [3.324, -0.676, -2.964], [3.928, -2.412, -1.769], [2.545, 1.205, -3.757], [3.974, -0.903, -3.787], [1.601, -0.232, -0.853], [0.285, -2.344, 0.809], [0.181, 2.224, -0.040], [2.010, -2.428, 0.131], [2.158, -3.412, -0.336], [2.729, -2.403, 0.963], [-1.259, -0.174, 2.105], [-1.948, -0.331, 3.060], [1.203, 2.004, -1.523], [0.830, 2.561, -2.395], [-1.564, 3.159, 0.038], [1.504, 3.592, 0.280], [-0.606, -3.569, -0.395], [0.400, -3.269, 2.489], [-2.695, 2.246, 0.528], [-2.524, 1.898, 1.555], [-3.624, 2.840, 0.523], [-2.844, 1.383, -0.132], [-1.593, 4.369, 0.974], [-1.294, 4.072, 1.988], [-1.001, 5.228, 0.638], [-2.638, 4.711, 1.043], [-1.832, 3.489, -1.419], [-2.820, 3.958, -1.532], [-1.088, 4.134, -1.898], [-1.877, 2.534, -1.945], [1.339, 4.138, 1.694], [0.881, 3.392, 2.352], [2.332, 4.375, 2.099], [0.743, 5.057, 1.721], [2.919, 3.011, 0.101], [2.990, 2.030, 0.589], [3.201, 2.885, -0.955], [3.660, 3.695, 0.539], [1.282, 4.664, -0.813], [1.630, 4.290, -1.793], [0.225, 4.987, -0.927], [1.921, 5.548, -0.589], [-1.021, -3.711, 2.882], [-0.992, -4.099, 3.912], [-1.704, -2.850, 2.877], [-1.431, -4.502, 2.246], [0.885, -2.350, 3.619], [1.919, -2.012, 3.468], [0.224, -1.488, 3.750], [0.859, -2.928, 4.559], [1.386, -4.450, 2.482], [2.394, -4.144, 2.167], [1.468, -4.824, 3.516], [1.079, -5.301, 1.867], [-0.140, -3.256, -1.823], [0.934, -3.437, -1.961], [-0.671, -3.915, -2.527], [-0.356, -2.220, -2.098], [-2.137, -3.439, -0.288], [-2.504, -2.514, -0.745], [-2.588, -4.291, -0.826], [-2.485, -3.478, 0.751], [-0.246, -5.035, -0.136], [0.825, -5.235, -0.263], [-0.582, -5.393, 0.841], [-0.776, -5.641, -0.887], [-0.168, -0.059, 0.488], [-1.450, -0.330, -0.914], [-2.398, -0.527, -1.724], [-2.593, -0.069, -3.270], [-1.706, 1.077, -3.874], [-2.136, -1.331, -4.001], [-4.089, 0.254, -3.389], [-1.897, 2.079, -3.482], [-0.630, 0.854, -3.788], [-1.880, 1.200, -4.964], [-2.394, -2.240, -3.446], [-2.511, -1.420, -5.026], [-1.042, -1.311, -4.062], [-4.437, 0.484, -4.415], [-4.652, -0.603, -3.001], [-4.375, 1.102, -2.742], [1.394, 2.268, 5.311], [1.486, 1.353, 4.281], [2.710, 0.928, 3.872], [2.442, 0.505, 2.636], [1.157, 0.712, 2.266], [0.564, 1.387, 3.269], [0.438, 2.296, 5.662], [2.087, 2.046, 6.012], [3.197, 0.010, 2.032]],
  "forces_ev_per_angstrom": [[-0.322, -0.099, -0.190], [0.543, -0.867, -0.025], [0.092, -0.511, -0.178], [-0.977, 1.283, 1.074], [0.367, -0.577, 0.506], [-0.106, 0.283, -0.331], [0.235, -0.321, -0.024], [0.211, -0.051, -0.271], [-0.701, 0.475, 0.586], [1.163, -3.136, 0.122], [0.598, 2.482, 0.037], [0.537, -0.166, 0.167], [0.025, 0.255, 0.227], [-0.172, 0.136, -0.072], [-4.909, -0.329, 4.809], [3.454, 0.727, -4.557], [-3.514, -1.166, -2.663], [0.909, 0.102, 0.273], [0.036, 0.098, -0.645], [0.029, 0.348, 0.682], [-0.283, 0.138, -0.202], [-0.116, 0.160, 0.314], [0.133, -0.364, -0.014], [-0.165, 0.177, -0.233], [0.345, -0.236, -0.002], [-0.109, 0.324, 0.313], [0.201, 0.187, 0.209], [-0.099, 0.253, -0.244], [-0.158, -0.327, 0.149], [0.322, -0.148, -0.138], [-0.490, 0.058, -0.316], [0.200, 0.019, 0.072], [-0.288, -0.205, 0.087], [0.008, 0.380, 0.132], [0.354, 0.392, 0.491], [0.096, 0.414, 0.027], [-0.275, 0.038, 0.009], [0.234, -0.345, 0.085], [0.192, -0.153, 0.030], [0.275, 0.253, -0.039], [-0.057, 0.077, 0.390], [-0.268, -0.199, -0.007], [0.030, 0.368, -0.337], [-0.180, 0.413, 0.514], [1.019, 0.012, 0.276], [-0.506, -0.509, 0.079], [-0.148, -0.056, 0.071], [-0.004, 0.113, -0.328], [0.039, -0.323, 0.059], [0.078, 0.272, 0.267], [0.056, 0.357, -0.054], [-0.183, -0.056, 0.061], [0.188, -0.062, 0.089], [0.044, 0.258, -0.382], [0.131, -0.348, -0.218], [-0.224, -0.116, 0.173], [-0.031, 0.191, -0.338], [0.144, 0.331, 0.245], [-0.001, 0.225, -0.129], [-0.332, -0.028, -0.052], [0.123, 0.203, 0.245], [0.127, -0.189, -0.072], [-0.079, -0.067, -0.003], [-0.025, -0.422, 0.186], [0.116, 0.397, 0.201], [-0.009, 0.001, -0.342], [0.097, -0.267, 0.126], [-0.219, -0.010, 0.096], [0.150, 0.016, -0.383], [0.175, 0.249, 0.128], [2.086, 0.410, 0.957], [-5.769, -1.621, -3.902], [7.019, 3.445, 2.234], [-1.005, -0.074, -0.979], [0.298, 0.343, 0.609], [0.299, -0.887, 0.130], [-0.537, -0.082, 0.316], [-0.056, -0.502, -0.169], [-0.311, 0.020, 0.194], [-0.369, -0.714, 0.587], [-0.204, 0.046, -0.326], [-0.186, 0.289, 0.272], [-0.148, -0.099, -0.049], [0.517, -0.224, 0.470], [-0.096, 0.097, -0.310], [0.275, -0.181, -0.320], [-0.463, -0.443, -0.339], [0.232, 1.453, -3.230], [-2.005, -0.230, -0.238], [0.129, -0.270, 0.535], [0.462, 0.016, 0.769], [1.662, -1.602, 1.578], [0.220, -0.089, 0.090], [0.095, -0.083, 0.221], [-0.271, 0.165, 0.084]]
}

***

Record 2
{
  "formula": "C30H55BClN2O5PSi",
  "method": "ωB97M-V with the def2-TZVPD basis set",
  "spin_multiplicity": 3,
  "homo_ev": [-7.91, -7.91],
  "e_tot_ha": -2777.4793,
  "homo_lumo_gap_ev": [7.949, 7.602],
  "fmax_ev_per_a": 4.54,
  "elements": ["C", "C", "O", "B", "O", "Si", "Cl", "C", "C", "O", "C", "C", "C", "C", "C", "C", "P", "C", "C", "H", "H", "H", "H", "H", "H", "H", "H", "H", "H", "H", "H", "H", "H", "H", "H", "H", "H", "H", "C", "C", "C", "C", "C", "C", "N", "O", "C", "C", "C", "H", "H", "H", "H", "H", "H", "H", "H", "H", "H", "H", "H", "H", "H", "H", "H", "H", "H", "C", "C", "C", "C", "C", "C", "N", "O", "C", "C", "C", "H", "H", "H", "H", "H", "H", "H", "H", "H", "H", "H", "H", "H", "H", "H", "H", "H", "H"],
  "coordinates": [[-4.433, -2.448, -7.331], [-3.298, -1.679, -6.454], [-3.873, -0.767, -5.476], [-2.947, 0.324, -5.252], [-3.311, 1.725, -5.442], [-1.069, 0.011, -4.707], [0.010, -0.371, -6.500], [-0.914, -1.349, -3.360], [-0.557, -2.809, -3.898], [-1.343, -3.764, -3.584], [0.720, -3.207, -4.757], [0.464, -4.000, -6.070], [1.679, -4.367, -6.952], [3.094, -3.909, -6.469], [3.346, -3.121, -5.151], [2.125, -2.757, -4.267], [-0.157, 1.856, -3.831], [-1.461, 2.715, -2.754], [1.422, 1.443, -2.870], [-4.054, -3.504, -7.612], [-4.607, -1.911, -8.337], [-5.388, -2.592, -6.725], [-2.658, -2.499, -5.982], [-2.638, -1.141, -7.235], [-2.484, 2.115, -5.822], [-0.178, -1.028, -2.549], [-1.953, -1.435, -2.855], [-0.624, -4.276, -6.325], [1.476, -4.917, -7.925], [3.964, -4.184, -7.156], [4.369, -2.776, -4.789], [2.166, -2.170, -3.294], [-2.122, 3.331, -3.465], [-0.920, 3.375, -1.979], [-2.156, 1.955, -2.238], [1.561, 0.334, -2.620], [1.439, 2.000, -1.859], [2.326, 1.788, -3.480], [-4.438, 1.075, 3.233], [-3.225, 1.189, 2.275], [-1.938, 0.746, 3.002], [-1.433, 1.765, 4.019], [-1.289, 3.144, 3.383], [-2.571, 3.620, 2.668], [-3.132, 2.587, 1.743], [-2.342, 2.554, 0.636], [-3.634, 4.022, 3.719], [-2.265, 4.957, 1.944], [-3.536, 0.152, 1.164], [-4.183, 1.273, 4.276], [-5.247, 1.751, 2.938], [-4.867, 0.068, 3.228], [-1.139, 0.562, 2.273], [-2.106, -0.210, 3.515], [-2.101, 1.814, 4.882], [-0.460, 1.442, 4.404], [-1.000, 3.862, 4.158], [-0.456, 3.109, 2.671], [-4.583, 4.277, 3.239], [-3.310, 4.902, 4.283], [-3.825, 3.256, 4.468], [-1.437, 4.870, 1.234], [-1.971, 5.728, 2.662], [-3.142, 5.324, 1.404], [-4.444, 0.423, 0.616], [-3.692, -0.842, 1.593], [-2.719, 0.046, 0.444], [5.262, -2.061, 3.363], [4.612, -1.140, 4.428], [3.469, -1.891, 5.144], [2.216, -2.050, 4.286], [1.764, -0.702, 3.730], [2.887, 0.058, 2.989], [4.152, 0.130, 3.782], [3.968, 1.050, 4.766], [3.157, -0.616, 1.622], [2.357, 1.464, 2.592], [5.752, -0.900, 5.453], [4.554, -2.753, 2.904], [5.746, -1.480, 2.572], [6.044, -2.694, 3.797], [3.191, -1.362, 6.063], [3.812, -2.884, 5.458], [2.392, -2.758, 3.471], [1.412, -2.480, 4.891], [0.912, -0.863, 3.059], [1.388, -0.095, 4.562], [4.010, -0.152, 1.118], [2.292, -0.509, 0.959], [3.339, -1.686, 1.686], [2.007, 2.041, 3.453], [1.502, 1.381, 1.914], [3.128, 2.048, 2.080], [6.590, -0.369, 4.993], [6.133, -1.851, 5.838], [5.422, -0.331, 6.326]],
  "forces_ev_per_angstrom": [[0.538, -0.085, -0.010], [0.004, -1.453, -1.782], [1.789, 1.769, -0.489], [-2.426, 0.760, -0.963], [1.153, -2.730, -0.455], [1.327, -0.377, 0.803], [-0.225, 0.075, 0.735], [0.042, -1.508, 0.114], [-1.760, -3.008, 1.279], [2.607, 3.429, -1.436], [1.860, 0.130, -1.288], [3.421, 1.002, 1.279], [-0.114, 2.385, 3.822], [-2.287, 0.504, 1.354], [-3.897, -0.874, -0.659], [-1.081, -2.075, -3.825], [0.360, 1.287, -0.524], [-0.718, -0.519, 0.553], [0.561, -0.273, 1.000], [-0.451, 1.689, 0.563], [-0.038, -0.687, 1.823], [1.225, 0.396, -0.905], [-0.772, 1.260, -0.153], [-0.939, -0.646, 1.422], [-0.880, 0.052, 0.749], [-0.753, -0.429, -1.189], [1.667, -0.023, -0.804], [2.062, 0.451, 0.383], [0.669, 0.823, 1.470], [-1.280, 0.541, 1.258], [-1.491, -0.736, -0.877], [0.243, -0.890, -1.521], [1.180, -0.777, 1.177], [-1.026, -1.015, -1.238], [1.117, 1.388, -0.435], [-0.226, 1.434, -0.393], [-0.109, -0.754, -1.605], [-1.370, -0.506, 0.841], [-0.175, 0.104, 0.332], [-1.329, -1.462, 0.588], [0.278, 0.281, 0.080], [-0.020, 0.040, -0.038], [0.109, -0.412, -0.116], [-0.545, 1.711, 1.186], [3.721, -0.694, -2.073], [-1.870, 0.248, 1.577], [-0.125, -0.223, 0.218], [0.164, -0.464, -0.613], [0.390, 0.512, -0.480], [-0.018, 0.124, -0.098], [0.166, -0.004, 0.014], [0.260, 0.093, -0.154], [-0.151, 0.094, -0.138], [-0.218, 0.086, -0.211], [-0.038, -0.010, -0.007], [-0.081, 0.018, -0.002], [-0.205, 0.097, -0.200], [-0.160, 0.049, -0.124], [0.104, -0.077, -0.016], [0.129, -0.074, -0.231], [-0.038, -0.053, -0.100], [-0.204, -0.155, 0.016], [-0.133, -0.283, 0.137], [0.062, -0.114, 0.038], [0.106, 0.035, 0.065], [0.005, 0.271, 0.231], [-0.091, 0.237, 0.062], [-0.038, -0.212, -0.325], [1.451, -1.486, -0.044], [-0.385, 0.140, -0.071], [0.056, 0.086, -0.004], [0.158, -0.151, 0.346], [-0.832, 0.072, -2.002], [-1.849, 1.565, 3.550], [0.764, -1.263, -2.006], [0.095, -0.322, -0.028], [0.304, 0.157, 0.715], [-0.349, 0.717, 0.118], [0.004, 0.146, -0.051], [-0.136, -0.001, 0.091], [-0.191, 0.197, 0.158], [0.144, 0.141, -0.106], [0.213, 0.208, -0.101], [0.035, 0.010, -0.019], [0.066, 0.006, -0.057], [0.193, 0.198, -0.106], [0.183, 0.113, -0.063], [-0.042, -0.023, 0.121], [0.007, 0.151, 0.223], [0.094, 0.044, 0.058], [0.238, -0.115, -0.003], [0.151, -0.309, 0.032], [-0.013, -0.094, 0.101], [-0.131, -0.022, 0.006], [-0.215, -0.027, -0.292], [-0.044, 0.086, -0.259]]
}